Entry 1:
Entry from the OMol25 dataset: a 3-piece molecular cluster, C4H16N3O2 overall (ωB97M-V/def2-TZVPD).

The geometry in XYZ format:
```
25
Properties=species:S:1:pos:R:3:nbo_charge:R:1
C -0.4883 1.3728 2.1986 -0.226
C 0.1113 -0.0344 2.0371 -0.438
C 0.4866 -0.3971 0.6393 -0.025
C 1.6331 -1.0568 0.3231 0.049
N 2.0018 -1.4361 -0.9300 -0.807
N -0.4945 -0.0541 -0.3911 -0.760
N -1.8464 1.3975 1.5939 -0.866
H 0.1459 2.0867 1.6742 0.198
H -0.4726 1.6898 3.2750 0.204
H 0.9832 -0.1366 2.6634 0.243
H -0.6111 -0.7742 2.4497 0.206
H 2.3765 -1.2963 1.1057 0.225
H 2.8472 -1.9849 -1.0430 0.408
H 1.3224 -1.5102 -1.6349 0.401
H -0.7740 -0.8955 -0.9136 0.451
H -0.1679 0.6467 -1.0312 0.456
H -2.5118 0.9353 2.1295 0.376
H -2.1539 2.3803 1.4642 0.387
H -1.3519 0.3552 0.1050 0.467
H 1.2260 2.0099 -2.6329 0.498
H -0.2310 2.3629 -2.8285 0.486
O 0.3139 1.7015 -2.5090 -0.959
H -0.8963 -3.1071 -2.1312 0.503
H -0.8366 -2.0770 -3.2713 0.501
O -0.6116 -2.1781 -2.3419 -0.979
```

Orbital gap = 8.93 eV
Max |F| = 3.120 eV/A
HOMO level = -11.556 eV
Energy relative to the best compared isomer or geometry (same formula, charge and spin) = 0.0 kJ/mol
E = -12967.258 eV
Multiplicity = 1
Total charge = +1

Entry 2:
Entry from the OMol25 dataset: a 2-piece molecular cluster, C4H16N4 overall (ωB97M-V/def2-TZVPD).

The geometry in XYZ format:
```
24
Properties=species:S:1:pos:R:3:nbo_charge:R:1
C 0.9385 1.1463 1.5654 -0.715
C 2.1227 0.0558 -0.2735 -0.711
C -0.5936 -1.0555 1.8719 -0.467
C 1.0862 -0.0622 0.7381 0.476
N -0.7604 0.3304 -1.4354 -0.668
N 0.3489 -1.1324 0.8164 -0.131
N -1.7925 1.0558 -2.1385 -0.511
N -0.0116 -1.8965 -0.3235 -0.653
H 0.9289 1.0078 2.6215 0.287
H 1.7161 1.9116 1.4260 0.280
H 0.0034 1.5490 1.3916 0.261
H 1.9378 -0.5675 -1.2229 0.215
H 3.1641 -0.1111 0.0961 0.327
H 2.0436 1.0432 -0.7051 0.254
H -1.5542 -1.7656 1.7218 0.261
H -0.1789 -1.4597 2.8140 0.268
H -0.8743 -0.0679 2.0995 0.237
H -0.8177 -0.6737 -1.5703 0.415
H -1.6855 1.2887 -3.2272 0.457
H -2.5776 0.4533 -2.0562 0.447
H -1.9677 1.9039 -1.6497 0.445
H 0.7548 -2.0915 -0.9606 0.406
H 0.2095 0.5984 -1.6886 0.390
H -0.3634 -2.8643 0.0291 0.432
```

Orbital gap = 10.54 eV
Max |F| = 5.735 eV/A
HOMO level = -18.122 eV
Energy relative to the best compared isomer or geometry (same formula, charge and spin) = 502.3 kJ/mol
E = -10348.071 eV
Multiplicity = 1
Total charge = +2

Entry 3:
Entry from the OMol25 dataset: a 2-piece molecular cluster, C4H16N6 overall (ωB97M-V/def2-TZVPD).

The geometry in XYZ format:
```
26
Properties=species:S:1:pos:R:3:nbo_charge:R:1
C -1.1558 -2.0703 0.3309 -0.430
C -1.3976 -0.1329 1.9362 0.687
N -1.8473 -0.9132 0.8343 -0.551
N -0.4748 -0.6892 2.7099 -0.811
N -2.0194 1.1470 2.1492 -0.788
H -2.5486 -0.3138 0.2884 0.426
H -0.5477 -0.5184 3.7215 0.449
H 0.4774 -1.0030 2.3523 0.442
H -3.0628 1.2441 1.8461 0.442
H -1.8051 1.6934 2.9784 0.439
H -0.1029 -1.5595 0.2574 0.176
H -1.6360 -2.4120 -0.5000 0.248
H -1.2419 -3.0853 0.8922 0.266
C 0.6601 2.3309 -1.1470 -0.424
C 1.7074 0.0502 -1.5932 0.674
N 1.6505 1.1578 -0.8917 -0.615
N 1.1988 -0.0228 -2.8286 -0.753
N 2.0123 -1.1490 -1.0321 -0.745
H 2.4451 1.6291 -0.4096 0.452
H 1.1293 0.8591 -3.4672 0.450
H 0.7038 -0.8201 -3.1551 0.431
H 2.0500 -1.2947 -0.0891 0.399
H 2.2343 -1.9907 -1.4616 0.429
H 1.1369 2.8373 -2.1314 0.231
H 0.7668 3.1644 -0.4841 0.251
H -0.3330 1.8615 -1.1060 0.224
```

Orbital gap = 10.83 eV
Max |F| = 5.951 eV/A
HOMO level = -17.301 eV
Energy relative to the best compared isomer or geometry (same formula, charge and spin) = 346.4 kJ/mol
E = -13331.266 eV
Multiplicity = 1
Total charge = +2

Entry 4:
Entry from the OMol25 dataset: a 3-piece molecular cluster, C4H16NO2 overall (ωB97M-V/def2-TZVPD).

The geometry in XYZ format:
```
23
Properties=species:S:1:pos:R:3:nbo_charge:R:1
C -0.6719 2.0215 -0.0609 -0.643
C -1.1559 0.8327 -0.9540 -0.215
N -0.2744 -0.3515 -0.4879 -0.539
C -0.4827 -1.4639 0.6225 -0.208
C -1.7255 -1.3403 1.4685 -0.638
H -0.8230 3.1043 -0.3882 0.259
H 0.4689 1.9032 -0.0332 0.201
H -1.0464 1.9973 1.0377 0.238
H -2.1214 0.5822 -0.6523 0.228
H -0.9619 1.0546 -2.0247 0.238
H 0.7338 -0.0084 -0.5242 0.461
H -0.2697 -0.8466 -1.3336 0.427
H 0.3153 -1.1790 1.2843 0.233
H -0.3360 -2.5019 0.2216 0.241
H -2.7394 -1.3698 0.8350 0.222
H -1.7301 -2.1477 2.1924 0.259
H -1.7154 -0.2941 1.9437 0.225
H 2.8332 0.7645 2.3815 0.497
H 2.6521 1.5530 1.0622 0.476
O 2.3498 0.7653 1.4924 -0.970
H 2.9916 -1.2158 -2.3890 0.508
H 1.6951 -0.8677 -3.3226 0.494
O 2.0140 -0.9918 -2.3712 -0.996
```

Orbital gap = 12.27 eV
Max |F| = 3.709 eV/A
HOMO level = -15.113 eV
Energy relative to the best compared isomer or geometry (same formula, charge and spin) = 210.2 kJ/mol
E = -9985.203 eV
Multiplicity = 1
Total charge = +1

Entry 5:
Entry from the OMol25 dataset: a 3-piece molecular cluster, C4H16NO2 overall (ωB97M-V/def2-TZVPD).

The geometry in XYZ format:
```
23
Properties=species:S:1:pos:R:3:nbo_charge:R:1
C 2.3530 0.1745 0.9762 -0.616
C 1.2307 0.5097 -0.0981 -0.054
N 0.4722 -0.7106 -0.5213 -0.521
C 1.1181 -1.6108 -1.5139 -0.421
C 0.4515 1.7307 0.2512 -0.646
H 2.0674 0.6097 1.9303 0.230
H 3.2679 0.7187 0.7707 0.250
H 2.3722 -0.9171 1.0228 0.204
H 1.8944 0.6981 -0.9457 0.212
H 0.4021 -1.2037 0.3809 0.422
H -0.5456 -0.6218 -0.6571 0.481
H 1.9779 -2.0694 -1.0208 0.228
H 0.3824 -2.3883 -1.7245 0.243
H 1.5358 -1.1452 -2.3996 0.247
H -0.0880 1.6305 1.2156 0.227
H -0.3290 2.0316 -0.4526 0.236
H 1.0894 2.5806 0.4667 0.256
H -3.1024 -0.2083 -0.5900 0.513
H -2.6518 0.3485 -2.0295 0.499
O -2.4938 -0.2887 -1.3244 -0.994
H -3.6375 -0.7392 2.1594 0.481
H -4.1299 0.7282 2.3329 0.491
O -3.6370 0.1423 1.7709 -0.970
```

Orbital gap = 12.08 eV
Max |F| = 3.258 eV/A
HOMO level = -14.927 eV
Energy relative to the best compared isomer or geometry (same formula, charge and spin) = 122.4 kJ/mol
E = -9986.113 eV
Multiplicity = 1
Total charge = +1

Entry 6:
Entry from the OMol25 dataset: a 3-piece molecular cluster, C4H16NO2 overall (ωB97M-V/def2-TZVPD).

The geometry in XYZ format:
```
23
Properties=species:S:1:pos:R:3:nbo_charge:R:1
C -0.1768 -0.6088 0.4345 -0.263
C -0.0807 1.0161 0.7935 -0.205
C -1.0159 1.1405 2.0920 -0.639
C 1.3002 1.4176 0.8778 -0.628
N 0.1724 -0.8294 -0.9821 -0.728
H 0.3710 -1.2059 1.2466 0.240
H -1.2967 -0.9509 0.6697 0.242
H -0.5610 1.4572 -0.0620 0.222
H -2.0160 1.4122 1.8651 0.226
H -1.1236 0.4014 2.8664 0.227
H -0.5990 2.0018 2.6086 0.224
H 1.7349 1.3234 -0.1390 0.192
H 1.8660 0.6171 1.5281 0.206
H 1.6116 2.2926 1.4358 0.258
H 0.7888 -1.7813 -0.8671 0.503
H -0.6344 -0.7762 -1.6226 0.466
H 0.8301 -0.2202 -1.3818 0.425
H -0.3706 2.2479 -2.8879 0.494
H -1.8497 1.8278 -2.8819 0.490
O -1.0343 1.5366 -2.5048 -0.979
H 0.3734 -4.3436 -0.3167 0.505
H 0.9227 -4.2142 -1.7828 0.496
O 0.7876 -3.7617 -0.9896 -0.975
```

Orbital gap = 11.42 eV
Max |F| = 5.724 eV/A
HOMO level = -14.437 eV
Energy relative to the best compared isomer or geometry (same formula, charge and spin) = 230.0 kJ/mol
E = -9984.997 eV
Multiplicity = 1
Total charge = +1